Record 1
{"formula": "C46H54AsInO2SSe", "method": "the ωB97M-V functional and the def2-TZVPD basis", "elements": ["In", "C", "C", "C", "C", "C", "C", "C", "Se", "C", "C", "C", "C", "C", "C", "O", "C", "C", "C", "C", "C", "C", "C", "C", "C", "O", "C", "C", "C", "C", "C", "C", "H", "H", "H", "H", "H", "H", "H", "H", "H", "H", "H", "H", "H", "H", "H", "H", "H", "H", "H", "H", "H", "H", "H", "H", "H", "H", "H", "H", "H", "H", "H", "H", "H", "H", "H", "H", "H", "H", "H", "H", "S", "C", "C", "C", "C", "C", "C", "As", "C", "C", "C", "C", "C", "C", "C", "C", "C", "C", "C", "C", "H", "H", "H", "H", "H", "H", "H", "H", "H", "H", "H", "H", "H", "H"], "xyz": [[-0.070, 1.854, 0.884], [4.338, -4.057, 1.981], [5.138, -2.855, 1.480], [5.757, -3.218, 0.122], [6.261, -2.568, 2.487], [4.255, -1.614, 1.324], [2.907, -1.598, 1.624], [2.167, -0.433, 1.449], [0.281, -0.583, 1.815], [-0.298, -1.284, 0.122], [-0.398, -2.673, 0.043], [-0.679, -3.282, -1.161], [-0.827, -2.439, -2.271], [-0.737, -1.059, -2.233], [-0.493, -0.431, -0.977], [-0.435, 0.894, -0.906], [-0.832, -0.221, -3.515], [-1.063, -1.090, -4.754], [0.485, 0.546, -3.729], [-1.997, 0.770, -3.420], [-0.795, -4.798, -1.330], [0.276, -5.284, -2.317], [-0.599, -5.534, -0.003], [-2.186, -5.151, -1.879], [2.713, 0.779, 0.983], [1.993, 1.885, 0.867], [4.095, 0.766, 0.661], [4.798, -0.416, 0.852], [4.889, 1.973, 0.114], [5.548, 1.577, -1.218], [5.978, 2.348, 1.130], [4.066, 3.238, -0.164], [5.001, -4.920, 2.078], [3.539, -4.326, 1.283], [3.894, -3.866, 2.961], [6.362, -4.125, 0.209], [6.401, -2.419, -0.253], [4.974, -3.395, -0.621], [6.891, -3.453, 2.620], [5.843, -2.293, 3.459], [6.900, -1.747, 2.152], [2.402, -2.487, 1.983], [-0.232, -3.256, 0.940], [-1.017, -2.907, -3.229], [-0.248, -1.802, -4.913], [-1.111, -0.441, -5.631], [-2.005, -1.643, -4.696], [1.322, -0.153, -3.809], [0.683, 1.230, -2.907], [0.432, 1.122, -4.658], [-2.942, 0.236, -3.273], [-2.073, 1.348, -4.348], [-1.851, 1.461, -2.597], [1.275, -5.019, -1.960], [0.143, -4.839, -3.306], [0.226, -6.372, -2.428], [0.399, -5.359, 0.410], [-0.709, -6.609, -0.162], [-1.340, -5.228, 0.741], [-2.359, -4.695, -2.857], [-2.967, -4.799, -1.200], [-2.287, -6.235, -1.990], [5.856, -0.408, 0.612], [6.234, 0.734, -1.114], [6.118, 2.423, -1.614], [4.787, 1.303, -1.954], [6.679, 1.527, 1.302], [5.529, 2.616, 2.090], [6.548, 3.209, 0.767], [3.264, 3.052, -0.877], [4.739, 3.988, -0.591], [3.622, 3.647, 0.741], [-0.393, 4.043, 1.855], [-1.774, 3.866, 2.972], [-1.664, 4.553, 4.184], [-2.702, 4.546, 5.102], [-3.867, 3.840, 4.829], [-3.981, 3.147, 3.635], [-2.949, 3.157, 2.697], [-3.055, 2.135, 1.050], [-3.614, 3.499, -0.210], [-4.149, 3.083, -1.429], [-4.503, 4.016, -2.393], [-4.310, 5.370, -2.148], [-3.775, 5.785, -0.936], [-3.427, 4.853, 0.033], [-4.685, 1.134, 1.320], [-4.572, -0.072, 2.012], [-5.698, -0.843, 2.257], [-6.940, -0.419, 1.798], [-7.051, 0.777, 1.101], [-5.925, 1.556, 0.862], [-0.747, 5.088, 4.397], [-2.596, 5.088, 6.034], [-4.683, 3.827, 5.541], [-4.890, 2.595, 3.427], [-4.300, 2.030, -1.623], [-4.926, 3.686, -3.334], [-4.577, 6.100, -2.903], [-3.624, 6.840, -0.742], [-3.018, 5.188, 0.977], [-3.602, -0.409, 2.357], [-5.607, -1.778, 2.798], [-7.821, -1.023, 1.981], [-8.018, 1.108, 0.743], [-6.019, 2.494, 0.331]], "mulliken_charge": [1.395, -2.081, 1.864, -1.602, -1.687, -0.892, -0.203, -0.336, 0.117, -0.048, -0.132, -0.697, 0.288, -1.001, 1.322, -1.030, 2.616, -2.445, -1.774, -1.762, 1.808, -1.552, -1.981, -1.666, 1.488, -1.368, -0.482, 0.401, 2.068, -1.646, -1.645, -2.015, 0.439, 0.337, 0.378, 0.466, 0.322, 0.315, 0.462, 0.352, 0.307, 0.355, 0.515, 0.445, 0.432, 0.456, 0.401, 0.370, 0.288, 0.454, 0.331, 0.519, 0.287, 0.294, 0.308, 0.471, 0.236, 0.444, 0.373, 0.302, 0.346, 0.471, 0.325, 0.301, 0.480, 0.331, 0.294, 0.347, 0.456, 0.269, 0.553, 0.345, -0.292, 0.481, -0.778, -0.606, -0.814, -0.491, 0.277, 0.653, 0.467, -0.198, -0.894, -0.495, -0.769, -0.476, -0.291, -0.227, -0.734, -0.448, -0.743, 0.034, 0.469, 0.370, 0.400, 0.381, 0.631, 0.419, 0.392, 0.404, 0.328, 0.406, 0.420, 0.375, 0.403, 0.450], "lumo_energy_ev": 0.3, "e_above_lowest_kj_mol": 0.0, "energy_ha": -7161.335362}

Record 2
{"formula": "C10H13B4Be2Cl2F22N4NiO4S2", "method": "the ωB97M-V functional and the def2-TZVPD basis", "elements": ["Be", "Be", "Ni", "B", "F", "F", "F", "F", "B", "F", "F", "F", "F", "B", "F", "F", "F", "F", "B", "F", "F", "F", "F", "C", "F", "F", "F", "S", "O", "O", "N", "S", "O", "O", "C", "F", "F", "F", "C", "C", "N", "H", "H", "H", "C", "C", "N", "H", "H", "H", "C", "C", "N", "H", "H", "H", "Cl", "C", "C", "Cl", "H", "H", "H", "H"], "xyz": [[-4.086, 2.106, 0.972], [-1.662, -2.326, -0.209], [0.728, 1.858, -2.052], [-3.947, -1.593, 1.479], [-4.974, -2.331, 2.023], [-4.038, -1.868, 0.120], [-4.061, -0.215, 1.705], [-2.721, -2.049, 1.939], [-1.025, 0.468, 0.395], [-0.248, 1.247, -0.416], [-0.348, -0.416, 1.038], [-1.662, 1.316, 1.254], [-2.077, -0.043, -0.331], [-2.182, 3.830, -0.910], [-2.155, 3.664, 0.409], [-0.993, 3.262, -1.388], [-3.245, 3.058, -1.310], [-2.316, 5.204, -1.199], [-3.031, -2.710, -2.846], [-3.122, -3.582, -1.802], [-4.199, -2.020, -3.006], [-2.076, -1.850, -2.431], [-2.629, -3.285, -4.029], [1.932, -1.747, -3.535], [2.474, -0.869, -4.402], [0.692, -1.933, -3.973], [2.573, -2.845, -3.645], [1.955, -1.219, -1.654], [0.596, -1.455, -1.194], [2.955, -2.059, -0.980], [2.112, 0.547, -1.664], [3.589, 0.719, -1.366], [4.540, -0.069, -2.139], [3.891, 2.147, -1.506], [3.726, 0.413, 0.573], [4.402, -0.733, 0.898], [4.313, 1.525, 1.135], [2.495, 0.355, 1.188], [1.868, 3.887, 2.334], [1.750, 3.515, 0.921], [1.656, 3.174, -0.135], [2.144, 4.931, 2.485], [2.713, 3.297, 2.688], [0.971, 3.753, 2.939], [2.508, -2.720, 2.727], [1.270, -3.040, 1.953], [0.218, -3.272, 1.447], [2.846, -1.740, 2.391], [3.257, -3.490, 2.547], [2.378, -2.677, 3.808], [-2.039, -0.211, -5.271], [-1.320, 0.297, -4.093], [-0.788, 0.693, -3.190], [-2.854, -0.834, -4.904], [-1.464, -0.928, -5.857], [-2.474, 0.640, -5.796], [-1.085, 0.021, 6.214], [-0.370, -0.535, 4.637], [0.567, 0.499, 4.028], [1.907, 0.781, 5.178], [-1.127, -0.773, 3.890], [0.220, -1.411, 4.909], [0.067, 1.462, 3.927], [1.008, 0.180, 3.083]], "lowdin_spin": [0.000, 0.000, 1.843, 0.000, 0.000, 0.000, 0.000, 0.000, 0.003, 0.034, 0.001, 0.002, 0.000, 0.001, 0.000, 0.012, 0.000, 0.000, 0.000, 0.000, 0.000, 0.000, 0.000, 0.004, 0.001, 0.002, 0.003, 0.005, 0.009, 0.024, 0.061, -0.008, 0.357, 0.557, -0.005, -0.001, 0.003, -0.001, 0.001, 0.010, 0.044, 0.000, 0.001, 0.000, 0.000, 0.000, 0.000, 0.000, 0.000, 0.000, 0.000, 0.004, 0.033, 0.000, 0.000, 0.000, 0.000, 0.000, 0.000, 0.000, 0.000, 0.000, 0.000, 0.000], "lumo_energy_ev": [-11.8, -12.6], "multiplicity": 4, "s_squared": 3.766, "charge": 2, "energy_ha": -6459.662790}

Record 3
{"formula": "C20H20Cl2N2O3", "method": "the ωB97M-V functional and the def2-TZVPD basis", "elements": ["C", "C", "C", "C", "C", "C", "O", "C", "C", "C", "O", "N", "C", "C", "C", "O", "N", "C", "C", "Cl", "C", "C", "C", "C", "Cl", "C", "C", "H", "H", "H", "H", "H", "H", "H", "H", "H", "H", "H", "H", "H", "H", "H", "H", "H", "H", "H", "H"], "xyz": [[-5.565, -3.051, -0.008], [-4.658, -1.870, -0.145], [-3.291, -2.049, -0.337], [-2.437, -0.971, -0.456], [-2.935, 0.329, -0.374], [-2.089, 1.536, -0.485], [-2.479, 2.625, -0.117], [-0.702, 1.341, -1.071], [0.006, 2.673, -1.372], [1.405, 2.654, -0.802], [2.377, 2.453, -1.523], [1.553, 2.814, 0.529], [0.500, 2.929, 1.510], [2.888, 2.658, 1.088], [3.159, 1.171, 1.333], [3.205, 0.669, 2.431], [3.297, 0.489, 0.165], [3.389, -0.903, 0.071], [2.421, -1.743, 0.624], [1.029, -1.060, 1.375], [2.536, -3.121, 0.547], [3.613, -3.682, -0.116], [4.566, -2.874, -0.712], [4.452, -1.498, -0.613], [5.637, -0.477, -1.340], [-4.303, 0.510, -0.164], [-5.151, -0.573, -0.059], [-5.511, -3.442, 1.008], [-6.597, -2.777, -0.212], [-5.268, -3.848, -0.687], [-2.892, -3.052, -0.395], [-1.381, -1.151, -0.589], [-0.131, 0.760, -0.341], [-0.781, 0.734, -1.973], [-0.582, 3.500, -0.970], [0.100, 2.815, -2.448], [0.472, 2.033, 2.136], [-0.472, 3.063, 1.048], [0.699, 3.790, 2.153], [2.950, 3.197, 2.034], [3.615, 3.059, 0.377], [3.365, 1.035, -0.695], [1.778, -3.744, 0.995], [3.705, -4.754, -0.178], [5.401, -3.303, -1.243], [-4.683, 1.518, -0.096], [-6.209, -0.413, 0.094]], "mulliken_charge": [-1.418, 1.052, -0.985, -0.247, 0.243, 0.733, -0.655, 0.106, -1.558, 0.931, -0.777, 0.123, -0.908, -1.210, 0.538, -0.607, 0.067, -0.728, 0.919, -0.170, -0.768, -0.405, -0.539, 0.606, -0.212, -0.775, -0.614, 0.280, 0.369, 0.374, 0.383, 0.465, -0.353, 0.628, 0.480, 0.457, 0.278, 0.348, 0.313, 0.469, 0.402, 0.367, 0.424, 0.374, 0.416, 0.436, 0.345], "lumo_energy_ev": 0.2, "e_above_lowest_kj_mol": 0.3, "smiles": "Cc1ccc(C(=O)CCC(=O)N(C)CC(=O)Nc2c(Cl)cccc2Cl)cc1", "energy_ha": -2029.803035}